# 1
DFT (the ωB97M-V functional and the def2-TZVPD basis) results for a structure of composition C46H39Cl2N5O2P2STa at a distorted geometry.

As for the HOMO energy (alpha / beta): -14.09 / -14.09 eV. As for the net charge: +3. For the total energy, the calculation gives -4257.91907 Eh. The calculation puts the strongest force on any atom at 4.9 eV/A. The value obtained for the frontier orbital gap (alpha / beta) is 3.52 / 3.52 eV.

Last column: Mulliken charge in e.
Geometry (Å):
Ta1 -0.886 1.417 0.709  0.167
Cl1 -1.396 -0.157 7.452  -0.137
Cl2 1.551 1.526 7.304  -0.119
S1 3.329 -4.186 -3.283  -0.090
P1 0.518 0.706 -1.367  0.551
P2 -0.175 -1.146 0.611  0.925
O1 -3.896 0.310 3.548  -0.635
O2 1.909 3.685 2.832  -0.613
N1 0.650 -1.010 -0.915  1.674
N2 0.353 1.981 2.299  0.554
N3 -0.883 3.530 0.594  -0.063
N4 -1.782 0.674 2.470  0.344
N5 -2.925 1.360 0.289  0.434
C1 0.970 1.553 4.650  -0.824
C2 -2.281 -2.503 1.792  -0.962
C3 -1.635 -2.235 0.549  0.634
C4 -5.678 0.946 -0.111  -0.568
C5 0.168 1.377 3.503  0.731
C6 -1.526 4.244 -0.343  0.017
C7 -1.558 -0.257 -4.852  -0.820
C8 -5.164 0.815 1.159  -0.899
C9 3.164 -3.286 2.834  -0.670
C10 -1.557 2.190 -4.529  -0.563
C11 0.839 -3.350 2.188  -0.448
C12 -1.013 0.612 3.600  0.605
C13 -3.561 -3.079 1.723  -0.644
C14 2.565 -4.327 -1.632  -1.335
C15 2.161 1.373 -1.850  0.656
C16 -0.630 0.314 5.966  0.167
C17 -2.261 -2.564 -0.633  -0.610
C18 5.091 -4.181 -2.791  -0.861
C19 -1.137 5.492 -0.756  -0.853
C20 0.310 3.982 1.129  0.728
C21 -4.109 -3.539 0.557  -0.877
C22 3.132 -1.868 2.711  -0.820
C23 0.744 5.288 0.834  -0.716
C24 0.919 -2.022 1.764  0.853
C25 2.479 1.585 -3.247  -0.582
C26 0.962 3.236 2.150  0.190
C27 4.726 2.370 -2.676  -0.610
C28 3.140 1.738 -0.936  -0.507
C29 -3.481 -3.271 -0.605  -0.556
C30 -3.764 0.911 1.276  0.358
C31 2.064 -1.240 2.196  -1.048
C32 -3.219 0.532 2.540  0.394
C33 -3.495 1.559 -0.915  0.566
C34 0.650 1.003 5.922  -0.257
C35 -0.843 -0.360 -3.615  -0.338
C36 -0.020 6.041 -0.074  -0.424
C37 3.770 1.963 -3.550  -0.630
C38 -0.491 0.796 -2.887  0.866
C39 -1.409 0.069 4.869  -1.534
C40 2.001 -4.017 2.563  -0.597
C41 1.425 -3.375 -1.302  0.498
C42 4.410 2.193 -1.334  -0.677
C43 -4.822 1.355 -1.177  -1.109
C44 -1.927 1.040 -5.250  -0.754
C45 1.762 -1.830 -1.401  -0.866
C46 -0.715 2.061 -3.473  -0.697
H1 3.203 -4.294 -0.716  0.433
H2 1.736 5.617 1.142  0.518
H3 -6.797 0.914 -0.291  0.448
H4 5.296 -3.316 -2.111  0.255
H5 5.240 2.349 -0.588  0.385
H6 -1.948 -2.142 -1.609  0.169
H7 -0.533 2.999 -2.930  0.406
H8 -5.084 1.325 -2.196  0.541
H9 -1.861 -1.130 -5.489  0.424
H10 -4.261 -3.161 2.598  0.420
H11 -2.426 -0.390 4.838  0.485
H12 2.078 -1.598 -2.438  0.521
H13 1.984 -5.137 2.572  0.427
H14 -0.098 -3.838 2.341  0.488
H15 -2.814 1.803 -1.730  0.246
H16 -5.518 0.338 2.076  0.630
H17 5.658 2.778 -3.035  0.473
H18 0.431 -3.715 -1.741  0.232
H19 4.009 -1.329 2.952  0.540
H20 -2.394 3.828 -0.874  0.480
H21 -2.581 1.162 -6.051  0.485
H22 -0.621 -1.381 -3.349  0.349
H23 -5.099 -4.056 0.573  0.405
H24 2.265 -5.364 -1.682  0.589
H25 4.001 2.188 -4.606  0.371
H26 4.097 -3.731 3.215  0.439
H27 5.613 -3.870 -3.691  0.373
H28 -1.815 3.211 -4.838  0.465
H29 -3.833 -3.603 -1.589  0.466
H30 -1.535 5.984 -1.626  0.511
H31 1.340 -3.503 -0.215  -0.325
H32 0.130 7.140 -0.207  0.442
H33 2.091 -0.170 2.080  0.410
H34 2.822 1.730 0.075  0.460
H35 1.808 1.150 -3.999  0.435
H36 5.365 -5.173 -2.494  0.297
H37 2.609 -1.613 -0.762  0.366
H38 1.825 2.168 4.543  0.742
H39 -1.904 -2.194 2.776  0.600


# 2
DFT (the ωB97M-V functional and the def2-TZVPD basis) results for a structure of composition C46H39GaO15P.

As for the HOMO energy: -3.74 eV. As for the net charge: -1. For the total energy, the calculation gives -5170.87226 Eh. The calculation puts the strongest force on any atom at 1.0 eV/A. The value obtained for the frontier orbital gap is 2.95 eV.

Last column: Mulliken charge in e.
Geometry (Å):
Ga1 -6.164 -3.388 0.901  0.154
P1 -6.714 -5.509 1.787  0.117
O1 -1.559 -5.151 -3.447  -0.414
O2 8.635 2.223 7.478  -0.541
O3 -3.095 -4.644 0.467  -0.433
O4 -4.286 -10.470 -3.994  -0.554
O5 -1.319 -0.143 -2.439  -0.415
O6 1.875 4.078 -2.461  -0.624
O7 -5.917 -6.723 0.867  -0.509
O8 2.017 -2.229 -0.851  -0.665
O9 -4.018 -7.033 -8.016  -0.557
O10 5.706 13.310 1.690  -0.550
O11 5.597 9.627 5.494  -0.554
O12 4.178 3.625 0.381  -0.521
O13 -3.462 -5.720 2.366  -0.487
O14 7.542 4.557 2.853  -0.587
O15 2.756 8.009 2.990  -0.638
C1 -4.646 -2.466 1.915  -0.914
C2 4.187 6.151 2.869  -0.217
C3 -5.739 -2.160 -1.765  -0.374
C4 -8.487 -5.838 1.325  -1.064
C5 -4.960 -9.008 -7.154  -0.373
C6 6.527 12.583 3.771  -0.382
C7 4.794 11.277 2.457  -0.360
C8 -0.148 -3.157 -0.875  -0.177
C9 4.759 10.351 3.414  -0.329
C10 -4.908 -4.413 -3.158  -0.406
C11 0.602 -4.225 -3.422  -0.507
C12 0.833 0.715 -2.031  0.015
C13 8.231 1.964 5.173  -0.349
C14 8.217 4.229 6.320  -0.343
C15 7.794 4.021 3.913  0.438
C16 2.375 6.584 1.149  -0.651
C17 2.734 5.485 0.490  -0.128
C18 7.945 4.815 5.158  -0.412
C19 -0.282 3.221 -2.863  -0.444
C20 -5.388 -2.048 -3.112  -0.638
C21 -5.676 -3.386 -1.084  -0.065
C22 -4.079 -7.814 -7.090  0.377
C23 -4.965 -3.177 -3.799  -0.362
C24 -3.499 -3.360 2.450  -0.459
C25 1.191 -2.902 -1.443  0.356
C26 5.613 10.471 4.623  0.280
C27 -1.086 2.162 -2.856  -0.472
C28 6.498 11.660 4.728  -0.380
C29 -3.347 -8.482 -4.844  -0.301
C30 4.550 5.052 2.215  -0.222
C31 8.383 2.756 6.420  0.363
C32 -0.590 0.823 -2.440  0.270
C33 -5.028 -9.870 -6.144  -0.373
C34 -3.278 -7.620 -5.856  -0.285
C35 -1.054 -3.891 -1.519  -0.089
C36 1.636 1.776 -2.040  -0.392
C37 -5.261 -4.506 -1.812  -0.021
C38 -0.747 -4.482 -2.845  0.065
C39 -3.331 -4.600 1.648  0.193
C40 3.851 4.630 0.973  0.167
C41 1.140 3.109 -2.456  0.407
C42 3.075 7.001 2.385  0.451
C43 -4.225 -9.676 -4.909  0.317
C44 5.676 12.464 2.559  0.332
C45 1.500 -3.492 -2.770  -0.429
C46 7.959 2.550 4.011  -0.330
H1 -2.645 -6.742 -5.823  0.484
H2 4.680 6.479 3.776  0.482
H3 2.487 -3.291 -3.168  0.425
H4 -2.039 -4.083 -1.108  0.696
H5 -0.352 -2.714 0.092  0.457
H6 -6.319 -7.552 1.143  0.268
H7 -8.865 -6.620 1.981  0.355
H8 7.843 1.993 3.090  0.444
H9 8.354 0.893 5.269  0.406
H10 -3.442 -6.447 1.725  0.375
H11 -0.620 4.206 -3.162  0.424
H12 -5.206 -5.460 -1.303  0.322
H13 -8.515 -6.236 0.308  0.276
H14 0.804 -4.666 -4.390  0.425
H15 2.238 5.161 -0.417  0.401
H16 -3.701 -3.639 3.479  0.280
H17 7.164 13.457 3.824  0.401
H18 -4.670 -3.091 -4.838  0.358
H19 2.677 1.722 -1.746  0.503
H20 -5.663 -10.746 -6.169  0.400
H21 -2.127 2.217 -3.148  0.430
H22 4.183 11.210 1.566  0.450
H23 -7.497 -2.487 1.041  -0.491
H24 -5.535 -9.130 -8.063  0.398
H25 -4.584 -5.300 -3.684  0.425
H26 8.330 4.788 7.241  0.411
H27 -2.774 -8.353 -3.935  0.454
H28 -6.062 -1.279 -1.224  0.331
H29 7.110 11.726 5.618  0.413
H30 -4.219 -1.732 1.232  0.304
H31 4.116 9.475 3.356  0.713
H32 -5.446 -1.077 -3.584  0.360
H33 -2.565 -2.799 2.420  0.273
H34 -5.079 -1.900 2.738  0.423
H35 -9.097 -4.945 1.416  0.304
H36 1.564 7.221 0.818  0.437
H37 7.819 5.887 5.062  0.502
H38 5.360 4.422 2.552  0.407
H39 1.173 -0.266 -1.728  0.271


# 3
DFT (the ωB97M-V functional and the def2-TZVPD basis) results for a structure of composition C46H40BrClKN4O6Sb at a distorted geometry.

As for the HOMO energy: -2.31 eV. As for the net charge: -2. The value obtained for the energy above the lowest of the compared OMol25 structures with the same formula, charge and spin is 17.4 kcal/mol. For the total energy, the calculation gives -6321.56721 Eh. The calculation puts the strongest force on any atom at 1.2 eV/A. The value obtained for the frontier orbital gap is 6.11 eV.

Last column: Mulliken charge in e.
Geometry (Å):
Sb1 2.072 -2.298 1.605  0.986
Br1 -2.454 -0.789 -1.990  -0.102
K1 0.803 0.292 -1.516  1.081
Cl1 0.835 -2.870 -2.325  1.593
O1 -0.049 -3.996 -2.359  -0.703
O2 1.305 1.222 0.820  -0.122
O3 2.199 -3.307 -2.255  -0.643
O4 0.522 -2.060 -1.139  -0.580
O5 0.638 -2.016 -3.484  -0.719
O6 1.919 0.885 3.250  -0.615
N1 1.977 2.396 -2.729  0.234
N2 -0.973 2.595 -2.780  0.428
N3 -1.507 0.970 0.358  0.148
N4 -0.941 1.588 1.384  -0.012
C1 5.030 -3.760 5.317  -0.355
C2 -3.039 3.764 -2.067  0.288
C3 1.284 -4.237 1.128  0.729
C4 -2.541 3.939 -0.779  0.883
C5 3.255 2.621 -3.067  -0.169
C6 -6.617 -1.125 -3.749  -0.781
C7 3.340 -3.010 3.211  0.210
C8 1.287 -6.476 0.208  -0.718
C9 4.233 -2.098 3.771  -0.470
C10 -7.767 -1.681 -3.211  -0.368
C11 0.393 2.193 1.215  0.244
C12 -4.170 4.480 -2.441  -0.556
C13 -0.033 -6.655 0.594  -0.423
C14 3.293 -4.294 3.738  -0.282
C15 4.003 -0.679 -0.039  -0.359
C16 -3.168 4.793 0.113  -0.441
C17 1.936 -5.280 0.473  0.012
C18 -5.641 -0.582 -2.928  -0.162
C19 -4.802 5.338 -1.551  -0.501
C20 -0.043 -4.431 1.495  -0.772
C21 0.753 2.834 2.536  -0.478
C22 1.754 2.733 4.730  -0.817
C23 0.335 4.124 2.811  0.070
C24 -0.188 3.181 -3.608  0.021
C25 -7.944 -1.682 -1.834  -0.516
C26 4.669 -2.975 -0.095  -0.419
C27 1.509 2.079 3.491  0.108
C28 -0.698 -5.628 1.240  -0.581
C29 1.245 3.145 -3.605  -0.258
C30 5.074 -2.468 4.809  -0.612
C31 2.069 3.836 -4.507  -0.972
C32 -5.797 -0.594 -1.541  0.613
C33 1.309 4.014 4.982  -0.319
C34 3.763 -2.002 0.322  0.563
C35 5.991 -1.318 -1.228  -0.561
C36 -6.972 -1.138 -1.012  -0.549
C37 3.379 3.500 -4.151  -0.829
C38 5.111 -0.338 -0.808  -0.851
C39 5.769 -2.640 -0.867  -0.726
C40 -4.826 -0.015 -0.607  -0.879
C41 4.133 -4.671 4.780  -0.608
C42 -3.484 0.025 -0.643  0.901
C43 -2.388 2.792 -3.028  -1.117
C44 -2.751 0.685 0.432  -0.948
C45 0.595 4.739 4.031  -0.948
C46 -4.305 5.495 -0.267  -0.565
H1 -1.649 3.402 -0.493  0.033
H2 -6.473 -1.108 -4.823  0.372
H3 4.263 -1.076 3.406  0.340
H4 -7.110 -1.138 0.062  0.368
H5 4.533 -4.009 0.192  0.274
H6 4.081 -5.682 5.168  0.358
H7 1.737 4.496 -5.296  0.409
H8 0.264 5.751 4.227  0.375
H9 -8.521 -2.108 -3.860  0.352
H10 -2.760 4.910 1.111  0.416
H11 4.297 3.835 -4.613  0.401
H12 1.658 0.856 1.702  0.101
H13 -4.790 6.167 0.431  0.379
H14 2.313 2.180 5.477  0.392
H15 6.454 -3.415 -1.191  0.357
H16 -4.757 -0.141 -3.361  0.363
H17 -8.840 -2.108 -1.398  0.351
H18 -0.205 4.665 2.036  0.395
H19 -0.591 -3.625 1.975  0.338
H20 1.530 4.465 5.945  0.317
H21 1.811 -7.263 -0.322  0.364
H22 -5.269 0.439 0.276  0.302
H23 0.332 2.940 0.412  0.112
H24 -1.512 1.892 2.163  0.467
H25 5.758 -1.738 5.226  0.365
H26 -4.562 4.360 -3.446  0.341
H27 4.060 2.138 -2.528  0.065
H28 -3.352 0.972 1.300  0.205
H29 -0.616 3.777 -4.433  0.197
H30 5.686 -4.051 6.129  0.336
H31 2.603 -5.026 3.331  0.338
H32 2.955 -5.162 0.136  -0.065
H33 5.271 0.698 -1.080  0.383
H34 -2.592 3.123 -4.059  0.472
H35 6.847 -1.056 -1.839  0.336
H36 -1.738 -5.744 1.525  0.342
H37 -0.546 -7.584 0.373  0.325
H38 3.325 0.108 0.271  0.732
H39 -2.893 1.828 -2.902  -0.370
H40 -5.682 5.887 -1.865  0.355